This record from OMol25 describes 12 unconnected molecules or ions with the total composition C30H87N3O21. The level of theory is wB97M-V/def2-TZVPD.

Calculated values
gap between HOMO and LUMO = 9.11 eV
SMILES = COC[C@H](C)N.COC[C@H](C)N.COC[C@H](C)N.OCCO.OCCO.OCCO.OCCO.OCCO.OCCO.OCCO.OCCO.OCCO
strongest force on any atom = 3.00 eV/A
total energy = -79981.8527 eV
molar mass = 826.0 g mol⁻¹
net charge = 0

Geometry (Å):
C 2.741 -4.368 1.940
C 1.209 -4.446 1.824
C 0.492 -5.322 2.884
O 0.920 -5.030 4.231
C 0.305 -5.708 5.268
N 0.752 -3.047 1.776
H 3.184 -3.860 1.083
H 3.196 -5.345 1.779
H 3.090 -3.917 2.869
H 0.973 -4.866 0.846
H 0.792 -6.353 2.697
H -0.586 -5.192 2.781
H 0.643 -5.343 6.238
H 0.488 -6.782 5.244
H -0.758 -5.471 5.230
H 1.028 -2.618 2.648
H -0.251 -3.161 1.813
C 3.197 -3.594 -3.074
C 2.512 -2.363 -3.702
C 0.927 -2.506 -3.725
O 0.496 -3.692 -4.408
C -0.895 -3.915 -4.356
N 2.973 -1.178 -3.019
H 4.268 -3.573 -2.873
H 2.913 -4.440 -3.699
H 2.777 -3.916 -2.121
H 2.722 -2.283 -4.768
H 0.458 -1.699 -4.287
H 0.444 -2.416 -2.752
H -1.354 -4.100 -3.385
H -1.169 -4.772 -4.970
H -1.419 -3.144 -4.920
H 3.976 -1.242 -3.116
H 2.780 -1.430 -2.061
C -6.659 -0.351 -3.357
C -5.558 -0.328 -4.429
C -4.389 -1.385 -4.240
O -3.404 -0.961 -3.260
C -2.470 0.000 -3.752
N -6.155 -0.440 -5.723
H -7.167 -1.315 -3.399
H -7.495 0.335 -3.487
H -6.307 -0.186 -2.339
H -5.097 0.652 -4.304
H -3.830 -1.713 -5.117
H -4.766 -2.313 -3.811
H -1.951 0.355 -2.862
H -2.943 0.820 -4.293
H -1.728 -0.442 -4.417
H -5.526 -0.016 -6.389
H -6.935 0.201 -5.756
C -0.004 1.169 4.662
C -1.067 0.792 3.577
O -1.216 1.840 2.628
O 0.028 0.226 5.734
H -0.251 2.147 5.075
H 1.015 1.171 4.274
H -2.103 0.715 3.904
H -0.732 -0.133 3.106
H -1.981 1.616 2.093
H 0.474 -0.593 5.507
C 5.045 0.411 3.041
C 3.783 1.224 3.344
O 3.490 2.060 2.323
O 5.170 -0.744 3.927
H 5.970 0.985 3.102
H 4.931 -0.012 2.044
H 3.992 1.789 4.253
H 2.968 0.525 3.530
H 2.879 2.723 2.654
H 5.210 -0.487 4.851
C 1.996 -0.409 0.070
C 0.756 0.376 0.606
O -0.060 0.722 -0.505
O 1.659 -1.743 -0.339
H 2.709 -0.463 0.892
H 2.512 0.121 -0.731
H 1.134 1.327 0.981
H 0.222 -0.064 1.448
H -0.777 0.099 -0.648
H 1.415 -2.362 0.352
C -1.928 -2.386 -0.409
C -2.465 -3.322 0.694
O -2.237 -2.826 2.076
O -2.628 -1.194 -0.678
H -1.842 -2.952 -1.336
H -0.881 -2.212 -0.160
H -1.931 -4.259 0.533
H -3.528 -3.539 0.592
H -2.839 -2.151 2.398
H -3.023 -1.212 -1.553
C -1.529 4.781 0.745
C -1.478 3.954 -0.515
O -0.142 3.573 -0.825
O -0.722 5.978 0.614
H -1.220 4.181 1.601
H -2.559 5.067 0.958
H -1.976 4.488 -1.325
H -2.027 3.041 -0.286
H 0.009 2.645 -0.633
H 0.148 5.684 0.334
C -4.504 0.723 1.690
C -4.889 -0.705 2.100
O -4.081 -1.046 3.276
O -3.172 0.778 1.283
H -4.691 1.364 2.552
H -5.187 1.048 0.905
H -4.677 -1.315 1.222
H -5.938 -0.794 2.382
H -4.649 -1.050 4.049
H -2.973 -0.028 0.801
C 4.238 3.248 -0.915
C 4.631 4.581 -1.708
O 3.819 4.794 -2.826
O 5.030 3.120 0.284
H 4.238 2.324 -1.494
H 3.200 3.481 -0.679
H 5.666 4.572 -2.048
H 4.556 5.480 -1.096
H 4.128 4.280 -3.575
H 4.503 2.766 1.005
C 0.454 2.642 -4.527
C 1.404 1.808 -3.616
O 2.042 0.870 -4.465
O -0.665 1.947 -5.069
H 0.973 3.085 -5.378
H 0.054 3.510 -4.004
H 0.813 1.328 -2.836
H 2.327 2.245 -3.234
H 2.225 0.077 -3.956
H -0.370 1.164 -5.539
C 2.202 5.252 4.381
C 0.899 4.777 3.687
O 1.160 3.512 3.124
O 3.197 5.708 3.518
H 2.655 4.471 4.991
H 1.895 6.066 5.038
H 0.503 5.389 2.877
H 0.081 4.695 4.403
H 0.266 3.256 2.887
H 2.826 6.385 2.948

Cartesian forces (eV/Å) of the 3 atoms listed first:
C 0.1 -1.0 -0.6
C 1.2 0.5 0.6
C 1.1 0.0 0.7

This record from OMol25 describes 10 unconnected molecules or ions with the total composition C30H87N7O10. The level of theory is wB97M-V/def2-TZVPD.

Calculated values
gap between HOMO and LUMO = 9.69 eV
SMILES = COC[C@H](C)N.COC[C@H](C)N.COC[C@H](C)N.COC[C@H](C)N.COC[C@H](C)N.COC[C@H](C)N.COC[C@H](C)N.CO.CO.O
strongest force on any atom = 3.09 eV/A
total energy = -63422.4935 eV
molar mass = 706.1 g mol⁻¹
net charge = 0

Geometry (Å):
O -5.995 -12.032 14.031
H -5.117 -11.656 14.317
H -5.900 -12.955 14.263
C -11.805 -16.560 21.507
C -11.942 -17.141 20.081
C -12.330 -16.061 19.089
O -11.327 -15.111 19.075
C -11.782 -13.857 18.670
N -10.681 -17.772 19.654
H -12.679 -15.952 21.758
H -11.008 -15.829 21.497
H -11.596 -17.355 22.251
H -12.699 -17.937 20.001
H -13.271 -15.609 19.373
H -12.369 -16.491 18.060
H -10.979 -13.159 18.882
H -12.723 -13.573 19.249
H -12.018 -13.829 17.608
H -9.913 -17.082 19.747
H -10.411 -18.506 20.339
C -8.809 -10.632 21.915
C -8.105 -10.721 20.565
C -8.345 -9.435 19.854
O -9.756 -9.369 19.565
C -10.042 -8.305 18.718
N -6.696 -11.033 20.731
H -9.874 -10.430 21.734
H -8.395 -9.791 22.462
H -8.767 -11.487 22.571
H -8.511 -11.451 19.871
H -7.761 -9.451 18.910
H -7.989 -8.541 20.464
H -11.114 -8.251 18.529
H -9.492 -8.440 17.769
H -9.782 -7.336 19.171
H -6.238 -11.060 19.839
H -6.251 -10.379 21.360
C -10.150 -15.955 12.052
C -9.013 -14.886 12.285
C -9.238 -13.784 11.325
O -9.243 -14.254 9.964
C -9.569 -13.153 9.147
N -9.090 -14.528 13.641
H -11.133 -15.502 12.319
H -10.003 -16.834 12.696
H -10.178 -16.230 10.989
H -8.027 -15.247 11.960
H -8.534 -12.944 11.395
H -10.230 -13.355 11.491
H -8.945 -12.247 9.167
H -10.568 -12.794 9.330
H -9.544 -13.564 8.121
H -9.225 -15.356 14.191
H -9.827 -13.866 13.790
C -4.638 -13.707 18.512
C -4.426 -12.423 17.647
C -3.873 -12.961 16.312
O -3.780 -11.929 15.316
C -2.770 -10.961 15.436
N -5.672 -11.624 17.474
H -4.968 -13.421 19.519
H -3.757 -14.332 18.630
H -5.429 -14.250 18.009
H -3.695 -11.740 18.121
H -4.572 -13.637 15.841
H -2.885 -13.461 16.428
H -3.005 -10.243 16.201
H -2.809 -10.390 14.513
H -1.750 -11.362 15.571
H -5.426 -10.827 16.886
H -6.394 -12.185 16.990
C -5.426 -17.481 14.450
C -6.677 -16.754 14.892
C -7.754 -17.677 15.397
O -8.918 -16.856 15.554
C -9.883 -17.501 16.339
N -6.174 -15.699 15.785
H -4.783 -16.665 14.117
H -5.520 -18.232 13.648
H -4.933 -17.959 15.281
H -7.054 -16.180 14.014
H -7.498 -18.028 16.394
H -7.984 -18.485 14.694
H -9.649 -17.544 17.398
H -10.017 -18.512 15.942
H -10.854 -16.988 16.223
H -6.930 -15.128 16.180
H -5.682 -16.163 16.579
C -5.283 -17.883 20.642
C -6.705 -17.529 20.370
C -6.985 -16.103 20.707
O -8.255 -15.618 20.441
C -8.347 -14.180 20.449
N -6.989 -17.752 18.902
H -4.594 -17.408 19.955
H -5.177 -18.959 20.460
H -5.087 -17.694 21.681
H -7.340 -18.176 20.974
H -6.309 -15.474 20.158
H -6.852 -15.908 21.771
H -7.612 -13.749 19.734
H -8.077 -13.773 21.432
H -9.331 -13.875 20.161
H -7.823 -17.249 18.551
H -7.239 -18.744 18.734
C -11.089 -11.251 13.517
C -11.654 -9.868 13.611
C -11.814 -9.491 15.057
O -12.750 -10.302 15.691
C -12.337 -10.909 16.898
N -10.731 -8.847 13.045
H -11.593 -11.941 14.181
H -10.037 -11.198 13.854
H -11.102 -11.661 12.493
H -12.620 -9.877 13.168
H -12.183 -8.469 15.111
H -10.869 -9.560 15.591
H -12.313 -10.248 17.767
H -11.379 -11.419 16.735
H -13.089 -11.658 17.141
H -11.082 -8.577 12.117
H -9.819 -9.308 12.825
C -7.516 -9.111 14.766
O -7.804 -9.701 13.539
H -8.291 -8.347 14.961
H -7.629 -9.857 15.563
H -6.499 -8.654 14.735
H -7.342 -10.559 13.492
C -9.030 -13.427 16.696
O -7.963 -13.113 15.800
H -8.905 -12.891 17.628
H -9.965 -13.089 16.224
H -9.109 -14.483 16.933
H -8.176 -13.570 14.966

Cartesian forces (eV/Å) of the 3 atoms listed first:
O 0.6 1.0 -0.4
H -1.1 -0.6 -0.2
H -0.2 -0.4 0.1

This record from OMol25 describes 10 unconnected molecules or ions with the total composition C30H87N7O10. The level of theory is wB97M-V/def2-TZVPD.

Calculated values
gap between HOMO and LUMO = 7.72 eV
strongest force on any atom = 4.48 eV/A
total energy = -63418.6499 eV
molar mass = 706.1 g mol⁻¹
net charge = 0

Geometry (Å):
O 2.127 -0.454 -3.648
H 2.424 -1.255 -3.211
H 1.608 -0.716 -4.412
H 1.602 0.044 -3.017
C 0.094 0.114 0.648
C -0.198 -0.065 -0.840
O 0.606 0.695 -1.730
H -0.430 -0.632 1.245
H -0.211 1.095 1.013
H 1.154 -0.059 0.833
H -1.259 0.082 -1.040
H -0.024 -1.103 -1.124
C -3.032 1.100 -3.489
C -2.498 -0.073 -4.270
C -3.633 -1.054 -4.766
O -4.304 -1.634 -3.698
C -5.295 -2.541 -4.053
N -1.700 0.491 -5.307
H -3.441 1.907 -4.096
H -2.282 1.510 -2.812
H -3.852 0.766 -2.853
H -1.770 -0.682 -3.733
H -3.165 -1.831 -5.369
H -4.367 -0.448 -5.297
H -5.080 -3.224 -4.875
H -6.144 -1.955 -4.406
H -5.492 -3.099 -3.138
H -2.324 0.852 -6.014
H -1.173 1.263 -4.926
C 2.607 4.390 1.398
C 2.496 3.856 0.009
C 3.251 2.554 -0.355
O 4.707 2.682 -0.104
C 5.389 1.418 -0.220
N 1.084 3.550 -0.213
H 3.675 4.504 1.588
H 2.254 3.725 2.186
H 2.050 5.298 1.628
H 2.770 4.553 -0.783
H 3.214 2.169 -1.374
H 2.957 1.841 0.415
H 4.884 0.677 0.401
H 6.454 1.465 0.003
H 5.259 1.012 -1.223
H 0.920 2.656 0.227
H 1.059 3.399 -1.211
C -3.938 1.598 -0.096
C -3.587 3.068 -0.378
C -4.553 4.119 0.285
O -5.935 3.944 -0.168
C -6.756 4.852 0.535
N -2.217 3.275 -0.020
H -3.299 0.873 -0.601
H -4.958 1.341 -0.380
H -3.846 1.331 0.956
H -3.747 3.266 -1.437
H -4.228 5.144 0.109
H -4.486 4.137 1.373
H -7.789 4.769 0.198
H -6.397 5.877 0.446
H -6.706 4.597 1.594
H -1.646 2.477 -0.261
H -2.261 3.170 0.984
C 3.351 -1.844 -0.931
C 3.906 -2.584 -2.235
C 4.736 -3.825 -1.930
O 5.896 -3.588 -1.160
C 6.678 -4.758 -0.836
N 2.654 -2.879 -2.882
H 3.036 -0.812 -1.082
H 4.182 -1.850 -0.225
H 2.556 -2.377 -0.410
H 4.396 -1.843 -2.866
H 5.053 -4.301 -2.858
H 4.007 -4.474 -1.445
H 7.040 -5.268 -1.728
H 6.087 -5.482 -0.275
H 7.563 -4.504 -0.252
H 2.111 -3.438 -2.240
H 2.884 -3.531 -3.619
C 4.918 1.607 3.213
C 4.202 0.292 3.830
C 3.116 -0.343 2.964
O 2.640 -1.492 3.649
C 1.642 -2.267 2.950
N 5.258 -0.657 4.278
H 5.520 1.334 2.347
H 5.535 2.146 3.932
H 4.056 2.217 2.944
H 3.733 0.634 4.752
H 3.550 -0.678 2.022
H 2.268 0.322 2.801
H 1.978 -2.430 1.926
H 0.741 -1.654 2.952
H 1.674 -3.214 3.489
H 4.807 -1.214 4.990
H 5.931 -0.189 4.868
C -1.483 -3.637 -2.032
C -2.432 -3.292 -0.907
C -1.749 -3.434 0.493
O -1.151 -4.675 0.694
C -0.412 -4.938 1.899
N -3.040 -1.938 -0.998
H -0.781 -2.828 -2.233
H -2.126 -3.631 -2.912
H -1.099 -4.654 -1.959
H -3.291 -3.962 -0.877
H -2.501 -3.260 1.262
H -1.020 -2.628 0.571
H -0.438 -5.997 2.158
H -0.858 -4.298 2.660
H 0.630 -4.650 1.758
H -2.339 -1.217 -0.905
H -3.442 -1.808 -1.915
C -3.550 2.492 4.141
C -2.082 2.238 3.912
C -1.850 0.761 3.495
O -2.475 -0.136 4.459
C -2.021 -1.448 4.412
N -1.580 3.003 2.824
H -3.878 1.819 4.934
H -4.183 2.336 3.268
H -3.733 3.502 4.507
H -1.486 2.344 4.819
H -0.801 0.502 3.353
H -2.292 0.535 2.524
H -2.381 -1.950 5.310
H -0.945 -1.614 4.369
H -2.439 -1.906 3.516
H -0.608 2.732 2.794
H -1.672 3.995 2.990
O 0.195 2.959 -3.386
H 0.323 2.174 -2.855
H 0.664 2.777 -4.201

Cartesian forces (eV/Å) of the 3 atoms listed first:
O 1.4 1.1 -2.6
H 0.2 -2.6 0.8
H -0.5 0.0 -0.3

The following highest occupied orbital energy values (in hartree) correspond, in order, to the records above: -0.331 -0.330 -0.293.